# 1
{
  "formula": "C4H12",
  "method": "ωB97M-V/def2-TZVPD",
  "e_homo_ev": -11.0,
  "lumo_energy_ev": 1.13,
  "spin_multiplicity": 1,
  "homo_lumo_gap_ev": 12.2,
  "total_charge": 0,
  "relative_energy_ev": 1.547,
  "e_tot_ha": -159.528134,
  "symbols": ["C", "C", "H", "H", "H", "H", "H", "H", "C", "C", "H", "H", "H", "H", "H", "H"],
  "positions_angstrom": [[0.518, 1.090, -1.227], [0.390, 2.107, -2.350], [0.867, 0.114, -1.485], [1.349, 1.357, -0.514], [-0.240, 0.986, -0.565], [-0.351, 1.911, -3.086], [1.381, 2.143, -2.824], [0.118, 3.043, -1.906], [-0.987, -0.909, 1.660], [0.011, -2.069, 1.926], [-1.484, -0.732, 2.564], [-0.496, -0.015, 1.158], [-1.723, -1.399, 0.847], [-0.253, -2.698, 2.794], [0.964, -1.965, 1.851], [-0.065, -2.963, 1.157]],
  "forces_ev_per_angstrom": [[3.4644, 0.5907, -0.0968], [1.1334, -0.5582, 0.7731], [-0.2006, -0.8317, -0.8381], [-0.4659, 0.3984, -0.7636], [-3.0169, -0.2064, 1.4697], [-0.6249, -0.5774, -0.6209], [-0.4450, 0.4486, -0.1005], [0.1711, 0.7919, 0.0752], [0.6090, -2.0104, -3.8655], [-6.0322, -3.8752, -1.2449], [-0.9140, 0.8937, 1.0071], [-0.7575, -1.0950, 1.0549], [1.1863, 1.6342, 1.9543], [0.2242, 0.8657, 0.2405], [6.0717, 1.6932, 0.2339], [-0.4030, 1.8378, 0.7214]]
}

# 2
{
  "formula": "C4H12",
  "method": "ωB97M-V/def2-TZVPD",
  "e_homo_ev": -11.1,
  "lumo_energy_ev": 1.12,
  "spin_multiplicity": 1,
  "homo_lumo_gap_ev": 12.3,
  "total_charge": 0,
  "relative_energy_ev": 0.788,
  "e_tot_ha": -159.556003,
  "symbols": ["C", "C", "H", "H", "H", "H", "H", "H", "C", "C", "H", "H", "H", "H", "H", "H"],
  "positions_angstrom": [[0.191, -1.608, -0.630], [-0.691, -1.927, -1.867], [0.308, -0.452, -0.445], [-0.313, -1.979, 0.317], [1.156, -2.038, -0.720], [-0.459, -2.839, -2.337], [-1.760, -1.853, -1.662], [-0.411, -1.203, -2.627], [-0.025, 1.066, 1.369], [0.525, 2.453, 1.113], [-0.691, 0.658, 0.532], [0.757, 0.323, 1.604], [-0.589, 1.076, 2.357], [1.551, 2.617, 1.595], [-0.249, 3.153, 1.489], [0.699, 2.635, -0.015]],
  "forces_ev_per_angstrom": [[-1.9441, 1.7535, 1.1562], [0.5810, 1.7509, 0.6569], [-0.1005, -2.5592, -0.7956], [0.7710, 0.2454, -1.0045], [0.9419, -0.3956, 0.0024], [0.1344, -1.5142, -0.1279], [0.1451, -0.0071, -0.0521], [-0.3493, 0.3142, -0.2336], [-0.9121, -1.1746, 1.0738], [0.9727, 0.6870, -1.2395], [0.8032, 0.8267, 1.5105], [-0.1600, 0.2071, -0.6210], [0.2231, 0.0125, -1.3052], [-1.6364, -0.0748, -0.3875], [0.8944, 0.1033, -0.3744], [-0.3645, -0.1751, 1.7416]]
}

# 3
{
  "formula": "C4H12",
  "method": "ωB97M-V/def2-TZVPD",
  "e_homo_ev": -11.4,
  "lumo_energy_ev": 1.07,
  "spin_multiplicity": 1,
  "homo_lumo_gap_ev": 12.5,
  "total_charge": 0,
  "relative_energy_ev": 0.929,
  "e_tot_ha": -159.550847,
  "symbols": ["C", "C", "H", "H", "H", "H", "H", "H", "C", "C", "H", "H", "H", "H", "H", "H"],
  "positions_angstrom": [[2.199, 1.812, -0.460], [1.465, 0.923, -1.482], [1.449, 2.294, 0.047], [2.682, 1.278, 0.414], [3.067, 2.349, -0.949], [0.758, 1.598, -1.958], [0.843, 0.102, -1.061], [2.146, 0.547, -2.254], [-2.189, -1.549, 0.310], [-1.415, -1.214, 1.622], [-2.879, -2.294, 0.662], [-2.832, -0.808, -0.176], [-1.636, -1.824, -0.490], [-2.072, -0.981, 2.470], [-0.875, -0.286, 1.487], [-0.710, -1.947, 1.820]],
  "forces_ev_per_angstrom": [[2.7643, -2.5724, -0.1383], [0.0515, -0.0222, 0.0896], [-1.3546, 2.4052, 0.8717], [-0.2635, -0.0986, -1.1814], [-1.5337, 0.0959, 0.6574], [-0.1126, -0.0901, -0.4255], [0.6922, 0.4486, -0.0716], [-0.2574, -0.1758, 0.2076], [-2.0744, 1.1272, 3.0741], [-1.4748, 2.5958, -1.6210], [-0.3474, -0.9205, -0.6365], [0.0615, 0.6731, 0.8721], [2.2600, -1.5833, -2.0792], [0.0118, -0.6021, -0.2179], [0.4542, 0.2994, -0.0639], [1.1231, -1.5803, 0.6628]]
}

# 4
{
  "formula": "C4H12",
  "method": "ωB97M-V/def2-TZVPD",
  "e_homo_ev": -11.7,
  "lumo_energy_ev": 1.17,
  "spin_multiplicity": 1,
  "homo_lumo_gap_ev": 12.9,
  "total_charge": 0,
  "relative_energy_ev": 0.396,
  "e_tot_ha": -159.570415,
  "symbols": ["C", "C", "H", "H", "H", "H", "H", "H", "C", "C", "H", "H", "H", "H", "H", "H"],
  "positions_angstrom": [[1.613, 0.348, -0.611], [2.166, 0.526, 0.813], [1.631, -0.701, -0.884], [0.567, 0.632, -0.615], [2.254, 0.874, -1.321], [1.765, -0.265, 1.439], [1.999, 1.544, 1.157], [3.259, 0.425, 0.880], [-1.926, -0.403, 0.675], [-1.829, -0.424, -0.893], [-2.825, 0.131, 0.940], [-1.948, -1.456, 0.971], [-0.999, -0.059, 1.136], [-2.777, -0.902, -1.146], [-1.012, -0.964, -1.349], [-1.917, 0.629, -1.175]],
  "forces_ev_per_angstrom": [[0.6866, -0.2409, 0.6685], [0.6899, -0.0943, -0.5828], [0.1013, -0.2611, -0.1139], [0.0430, 0.4120, -0.3862], [-0.5103, 0.2130, -0.1372], [-0.2816, 0.3582, 0.5062], [-0.4754, -0.1326, 0.3982], [-0.1673, -0.2123, -0.3378], [1.5255, -1.4920, -1.3595], [-1.5954, 0.7355, 1.6399], [0.0077, 0.1297, 0.4624], [-0.5447, 0.1242, 0.3510], [-0.2933, 0.6430, 0.0953], [0.1283, -0.0292, -0.6556], [0.2885, 0.0974, 0.1098], [0.3970, -0.2506, -0.6582]]
}

# 5
{
  "formula": "C4H12",
  "method": "ωB97M-V/def2-TZVPD",
  "e_homo_ev": -11.6,
  "lumo_energy_ev": 1.07,
  "spin_multiplicity": 1,
  "homo_lumo_gap_ev": 12.7,
  "total_charge": 0,
  "relative_energy_ev": 0.334,
  "e_tot_ha": -159.572704,
  "symbols": ["C", "C", "H", "H", "H", "H", "H", "H", "C", "C", "H", "H", "H", "H", "H", "H"],
  "positions_angstrom": [[0.737, -2.458, -0.428], [0.605, -2.487, 1.118], [1.771, -2.373, -0.693], [0.258, -3.326, -0.873], [0.244, -1.604, -0.897], [1.606, -2.456, 1.529], [0.044, -3.361, 1.439], [-0.010, -1.658, 1.471], [-0.168, 2.596, 0.197], [-1.214, 2.322, -0.875], [0.864, 2.602, -0.175], [-0.209, 3.615, 0.596], [-0.185, 1.863, 1.002], [-2.126, 1.896, -0.464], [-0.800, 1.574, -1.552], [-1.417, 3.254, -1.396]],
  "forces_ev_per_angstrom": [[-0.8980, 0.2758, 0.4038], [-0.6119, 0.2771, -0.8814], [0.5664, -0.3039, -0.4036], [0.3486, -0.2057, -0.1355], [-0.0420, 0.1058, 0.2535], [-0.1215, -0.0442, 0.5433], [0.3645, -0.2869, 0.1224], [0.3902, 0.1963, 0.0964], [0.7932, 0.4489, 0.3017], [0.6558, -0.1776, 0.1455], [-0.1848, -0.3934, -0.3704], [-0.5813, -0.2115, 0.3387], [-0.0991, 0.1308, 0.1222], [-0.1159, 0.2426, 0.0565], [-0.2262, 0.1373, -0.2811], [-0.2379, -0.1913, -0.3119]]
}

# 6
{
  "formula": "C4H12",
  "method": "ωB97M-V/def2-TZVPD",
  "e_homo_ev": -10.9,
  "lumo_energy_ev": 1.12,
  "spin_multiplicity": 1,
  "homo_lumo_gap_ev": 12.1,
  "total_charge": 0,
  "relative_energy_ev": 1.052,
  "e_tot_ha": -159.546325,
  "symbols": ["C", "C", "H", "H", "H", "H", "H", "H", "C", "C", "H", "H", "H", "H", "H", "H"],
  "positions_angstrom": [[1.519, 2.279, 0.501], [0.791, 1.855, -0.797], [0.935, 2.915, 1.188], [1.826, 1.351, 0.969], [2.424, 2.725, 0.225], [1.439, 1.072, -1.297], [0.711, 2.722, -1.477], [-0.251, 1.472, -0.764], [-1.440, -1.882, -0.561], [-0.965, -2.165, 0.851], [-2.435, -2.110, -0.653], [-1.054, -0.991, -1.064], [-0.874, -2.805, -1.046], [-0.858, -1.125, 1.424], [-0.062, -2.746, 1.000], [-1.706, -2.566, 1.501]],
  "forces_ev_per_angstrom": [[-1.7867, -1.3467, -0.1387], [0.3089, 0.0671, -0.9559], [0.2964, -0.3187, -0.3542], [-0.1637, -0.0437, 0.7042], [1.2559, 1.1029, -0.3343], [-0.8528, 0.8583, 0.3430], [0.2021, -0.3655, 0.1029], [0.7284, 0.0331, 0.6388], [4.4732, -3.2797, -0.7460], [0.1200, 4.0672, 2.3266], [-2.5162, 0.1115, -0.5184], [-0.4002, -0.1013, 0.3831], [-1.3992, 1.8975, -0.1675], [0.4024, -1.9334, -1.0526], [0.2000, 0.1631, -0.3258], [-0.8686, -0.9117, 0.0947]]
}

# 7
{
  "formula": "C4H12",
  "method": "ωB97M-V/def2-TZVPD",
  "e_homo_ev": -11.2,
  "lumo_energy_ev": 1.07,
  "spin_multiplicity": 1,
  "homo_lumo_gap_ev": 12.2,
  "total_charge": 0,
  "relative_energy_ev": 1.201,
  "e_tot_ha": -159.540842,
  "symbols": ["C", "C", "H", "H", "H", "H", "H", "H", "C", "C", "H", "H", "H", "H", "H", "H"],
  "positions_angstrom": [[1.557, 0.993, -1.459], [0.370, 0.749, -2.429], [2.166, 1.872, -1.517], [1.030, 0.974, -0.483], [2.341, 0.201, -1.511], [-0.129, -0.185, -2.327], [0.688, 0.737, -3.501], [-0.491, 1.513, -2.227], [-0.216, -0.533, 1.753], [-1.640, -1.059, 2.139], [0.452, -1.316, 1.988], [-0.163, -0.488, 0.632], [0.291, 0.322, 2.130], [-2.413, -1.333, 1.399], [-2.227, -0.310, 2.781], [-1.616, -2.136, 2.631]],
  "forces_ev_per_angstrom": [[-0.9127, -1.7762, 0.6394], [-0.1458, 2.2690, -0.9031], [-0.3841, 0.9967, -0.4980], [1.0460, 0.0099, -0.1127], [-0.9076, 0.0951, 0.1632], [-0.0194, -1.0405, 0.6651], [-0.3724, 0.5213, 0.7112], [1.7350, -1.0363, -0.6902], [-1.3566, -1.6682, -2.5781], [-1.2559, -0.6214, 2.0858], [0.9131, -1.0379, 0.2545], [0.0165, 0.2178, 0.9113], [-0.6929, 1.1290, 0.7364], [0.9716, 0.7758, -0.7567], [1.0072, -1.2908, -0.4234], [0.3580, 2.4566, -0.2044]]
}

# 8
{
  "formula": "C4H12",
  "method": "ωB97M-V/def2-TZVPD",
  "e_homo_ev": -11.7,
  "lumo_energy_ev": 1.11,
  "spin_multiplicity": 1,
  "homo_lumo_gap_ev": 12.8,
  "total_charge": 0,
  "relative_energy_ev": 0.206,
  "e_tot_ha": -159.577392,
  "symbols": ["C", "C", "H", "H", "H", "H", "H", "H", "C", "C", "H", "H", "H", "H", "H", "H"],
  "positions_angstrom": [[2.032, 0.034, -0.507], [1.860, 0.138, -2.020], [1.991, 0.985, 0.026], [1.204, -0.605, -0.204], [3.010, -0.358, -0.239], [1.606, -0.823, -2.470], [2.699, 0.547, -2.590], [1.002, 0.779, -2.267], [-1.287, -0.164, 0.932], [-2.613, 0.018, 1.657], [-1.104, 0.507, 0.086], [-0.398, 0.021, 1.519], [-1.184, -1.192, 0.569], [-3.410, 0.002, 0.909], [-2.644, 0.916, 2.242], [-2.766, -0.805, 2.358]],
  "forces_ev_per_angstrom": [[0.0938, 0.0425, -0.5089], [-0.4204, 0.6258, -0.6080], [-0.3380, 0.1209, -0.2330], [0.3318, -0.0402, 0.6801], [-0.1060, -0.5382, 0.0313], [0.2235, -0.1173, 0.1572], [0.1053, -0.0458, 0.3224], [0.1517, -0.0567, 0.1386], [0.5948, -0.1618, -0.3975], [0.3327, -0.5698, -0.4607], [-0.5825, -0.0495, -0.0870], [0.0512, -0.0724, 0.7225], [-0.0823, 0.1607, -0.0990], [-0.1337, 0.1041, 0.3329], [-0.1270, 0.6356, 0.0941], [-0.0949, -0.0379, -0.0851]]
}

# 9
{
  "formula": "C4H12",
  "method": "ωB97M-V/def2-TZVPD",
  "e_homo_ev": -11.7,
  "lumo_energy_ev": 1.15,
  "spin_multiplicity": 1,
  "homo_lumo_gap_ev": 12.8,
  "total_charge": 0,
  "relative_energy_ev": 0.147,
  "e_tot_ha": -159.579557,
  "symbols": ["C", "C", "H", "H", "H", "H", "H", "H", "C", "C", "H", "H", "H", "H", "H", "H"],
  "positions_angstrom": [[-2.219, -1.017, -0.858], [-0.872, -1.303, -1.501], [-2.244, -0.059, -0.338], [-3.077, -1.058, -1.536], [-2.446, -1.780, -0.104], [-0.891, -1.935, -2.383], [-0.227, -1.863, -0.810], [-0.303, -0.407, -1.746], [0.801, 0.996, 1.263], [2.293, 1.309, 1.095], [0.321, 0.963, 0.291], [0.696, 0.099, 1.859], [0.333, 1.822, 1.799], [2.791, 0.578, 0.453], [2.459, 2.283, 0.628], [2.804, 1.306, 2.058]],
  "forces_ev_per_angstrom": [[-0.5411, -0.4203, 0.3308], [0.8112, -0.2885, 0.3252], [0.0733, 0.0006, -0.0859], [0.2806, 0.2181, -0.1854], [0.0830, 0.1166, -0.0515], [-0.3780, 0.0564, -0.2260], [-0.1310, 0.2184, 0.0430], [-0.1860, 0.1016, -0.1496], [0.7569, 0.9379, 0.0653], [0.0300, -0.0282, -0.1667], [-0.1939, -0.4649, -0.0282], [-0.3835, -0.3404, -0.1810], [-0.1059, -0.0722, 0.1523], [-0.0522, -0.0610, 0.0929], [-0.0815, -0.0089, 0.0857], [0.0179, 0.0348, -0.0209]]
}

# 10
{
  "formula": "C4H12",
  "method": "ωB97M-V/def2-TZVPD",
  "e_homo_ev": -11.7,
  "lumo_energy_ev": 1.02,
  "spin_multiplicity": 1,
  "homo_lumo_gap_ev": 12.7,
  "total_charge": 0,
  "relative_energy_ev": 0.428,
  "e_tot_ha": -159.569234,
  "symbols": ["C", "C", "H", "H", "H", "H", "H", "H", "C", "C", "H", "H", "H", "H", "H", "H"],
  "positions_angstrom": [[-0.800, 2.537, 1.481], [-0.571, 1.293, 2.306], [-0.187, 2.570, 0.572], [-1.823, 2.523, 1.113], [-0.524, 3.442, 2.019], [0.480, 1.034, 2.278], [-1.026, 0.347, 1.988], [-0.872, 1.319, 3.358], [1.031, -2.393, -1.469], [0.258, -1.375, -2.346], [0.875, -2.169, -0.416], [0.796, -3.423, -1.729], [2.113, -2.351, -1.635], [0.948, -0.878, -3.025], [-0.117, -0.563, -1.721], [-0.582, -1.915, -2.775]],
  "forces_ev_per_angstrom": [[-0.2274, -0.2912, -0.6500], [0.6560, -1.2415, 0.4842], [0.0396, -0.3366, 0.1844], [-0.1923, 0.6352, 0.2196], [-0.4283, 0.0598, 0.1499], [0.4406, 0.0794, 0.3459], [-0.3498, 0.4681, -0.6512], [0.0641, 0.6191, -0.0922], [0.5911, 0.3659, -0.3040], [0.5592, -0.2788, 1.0425], [-0.1135, -0.4473, 0.0770], [-0.3763, 0.0032, 0.3123], [-0.0840, 0.2976, 0.0344], [-0.3779, -0.3266, -0.5935], [-0.2285, -0.1092, 0.0158], [0.0273, 0.5031, -0.5753]]
}

# 11
{
  "formula": "C4H12",
  "method": "ωB97M-V/def2-TZVPD",
  "e_homo_ev": -11.6,
  "lumo_energy_ev": 1.13,
  "spin_multiplicity": 1,
  "homo_lumo_gap_ev": 12.8,
  "total_charge": 0,
  "relative_energy_ev": 0.337,
  "e_tot_ha": -159.572575,
  "symbols": ["C", "C", "H", "H", "H", "H", "H", "H", "C", "C", "H", "H", "H", "H", "H", "H"],
  "positions_angstrom": [[0.595, -1.215, 0.898], [0.965, -2.707, 0.965], [1.502, -0.700, 0.575], [-0.184, -1.099, 0.155], [0.374, -0.855, 1.898], [1.164, -3.121, -0.020], [0.173, -3.288, 1.459], [1.795, -2.975, 1.621], [-0.033, 1.880, -0.819], [-1.561, 2.111, -0.998], [0.332, 1.054, -1.416], [0.421, 2.731, -1.339], [0.171, 1.808, 0.241], [-1.734, 2.006, -2.069], [-2.080, 1.293, -0.502], [-1.901, 3.077, -0.647]],
  "forces_ev_per_angstrom": [[1.4610, -1.1046, 0.0933], [-0.5610, -0.5001, 0.7910], [-0.2571, 0.3323, -0.1674], [-0.2844, 0.4255, 0.2117], [-0.4878, 0.2178, -0.1227], [-0.0481, -0.0699, -0.0332], [-0.2507, 0.0945, -0.5595], [0.4255, 0.5812, -0.1999], [-1.1450, 1.2957, -0.8120], [1.0402, -1.3308, -0.5193], [-0.1635, -0.6344, 0.3797], [0.4438, 0.1573, 0.7468], [0.6799, 0.0011, -0.0154], [-0.4781, 0.2471, 0.0001], [-0.3707, 0.1863, 0.0761], [-0.0041, 0.1011, 0.1307]]
}

# 12
{
  "formula": "C4H12",
  "method": "ωB97M-V/def2-TZVPD",
  "e_homo_ev": -11.6,
  "lumo_energy_ev": 1.14,
  "spin_multiplicity": 1,
  "homo_lumo_gap_ev": 12.8,
  "total_charge": 0,
  "relative_energy_ev": 0.286,
  "e_tot_ha": -159.574472,
  "symbols": ["C", "C", "H", "H", "H", "H", "H", "H", "C", "C", "H", "H", "H", "H", "H", "H"],
  "positions_angstrom": [[0.554, -0.485, -2.559], [-0.370, 0.527, -1.929], [0.010, -1.204, -3.157], [1.328, -0.081, -3.215], [1.120, -1.089, -1.845], [-1.335, 0.615, -2.422], [-0.582, 0.395, -0.875], [0.034, 1.541, -1.918], [0.646, 0.006, 2.384], [-0.853, -0.045, 2.113], [0.873, 0.357, 3.389], [1.149, -0.948, 2.211], [1.173, 0.709, 1.731], [-1.451, -0.123, 3.021], [-1.193, 0.775, 1.495], [-1.102, -0.951, 1.575]],
  "forces_ev_per_angstrom": [[0.6442, -0.7229, -0.1380], [-0.1368, 1.1850, 0.3989], [-0.2215, -0.1640, -0.1514], [-0.2676, 0.3532, -0.0058], [-0.1627, 0.1528, 0.2574], [-0.0558, -0.1609, -0.2005], [-0.0308, -0.6600, 0.1923], [0.2374, 0.0143, -0.3463], [0.5500, 0.3761, -0.1466], [0.0087, -0.5721, 0.0121], [-0.0154, -0.1769, 0.1318], [-0.1808, -0.0387, 0.2693], [-0.2415, -0.0126, -0.1010], [0.0706, 0.3462, 0.0646], [-0.1624, 0.3154, 0.1141], [-0.0356, -0.2350, -0.3509]]
}